DFT (ωB97M-V with the def2-TZVPD basis set) results for a structure of composition C43H73N3O2PS.

Atoms and positions in Å:
1 C 13.27885 -2.40424 -0.60381
2 C 12.24139 -1.20633 -0.66989
3 C 11.00180 -1.65144 -1.57861
4 C 10.14588 -0.32625 -1.85724
5 C 9.33840 -0.38498 -3.22134
6 C 7.77485 -0.44808 -2.90038
7 C 7.32046 1.01226 -2.45217
8 C 5.74087 1.08414 -2.57705
9 C 5.16581 2.56908 -2.73230
10 C 4.32486 2.89594 -1.42429
11 C 3.32439 4.12475 -1.61549
12 C 1.86234 3.59530 -1.95058
13 C 1.06668 3.09872 -0.66644
14 C -0.44550 3.63207 -0.62981
15 C -1.45237 2.63653 -1.36369
16 C -2.97663 3.07081 -1.26139
17 C -3.97166 1.82956 -0.96078
18 C -5.36904 2.24816 -1.61492
19 C -6.64687 1.57856 -0.93352
20 C -7.27687 0.34465 -1.71215
21 C -6.28035 -0.51438 -2.54051
22 C -5.71356 -1.76568 -2.01533
23 C -6.01469 -2.41870 -0.63662
24 C -5.82433 -3.91044 -0.55106
25 C -6.09108 -4.66866 0.70123
26 C -6.54241 -4.01161 1.94056
27 C -6.76708 -2.50250 1.85469
28 C -6.50649 -1.75275 0.58804
29 C -4.73918 -2.55267 -2.90891
30 C -4.35575 -2.13772 -4.25509
31 P -3.13587 -3.12405 -5.32698
32 O -1.99826 -3.82234 -4.28214
33 O -2.25945 -1.88845 -6.11074
34 C -4.92635 -0.88282 -4.86547
35 N -4.74241 -0.30424 -6.09553
36 S -5.72340 1.04191 -6.10427
37 N -6.37278 0.99602 -4.58459
38 C -5.87714 -0.13352 -3.94960
39 H 12.66678 -3.35574 -0.61669
40 H 13.94882 -2.46136 -1.50676
41 H 13.93355 -2.35504 0.30514
42 H 11.81875 -1.05333 0.36278
43 H 12.69696 -0.26055 -1.08387
44 H 11.40803 -2.04744 -2.55189
45 H 10.35473 -2.41885 -1.06885
46 H 9.44837 -0.18610 -0.98732
47 H 10.86187 0.54167 -1.84202
48 H 9.68859 -1.20979 -3.89809
49 H 9.49337 0.58183 -3.79109
50 H 7.60224 -1.17829 -2.05701
51 H 7.25331 -0.75205 -3.85244
52 H 7.83265 1.78496 -3.09337
53 H 7.57968 1.11556 -1.36216
54 H 5.22823 0.58053 -1.71333
55 H 5.45536 0.51099 -3.51036
56 H 4.44565 2.52832 -3.60695
57 H 5.95901 3.33103 -2.94685
58 H 5.02203 3.05824 -0.55454
59 H 3.70236 1.98538 -1.17618
60 H 3.69744 4.69542 -2.51577
61 H 3.34436 4.83460 -0.74101
62 H 2.01705 2.71618 -2.64815
63 H 1.29511 4.39826 -2.49540
64 H 1.00393 1.97070 -0.74324
65 H 1.60998 3.33459 0.28730
66 H -0.69623 3.73412 0.47074
67 H -0.41942 4.66530 -1.07268
68 H -1.11779 2.61553 -2.44756
69 H -1.23574 1.61143 -0.95277
70 H -3.24131 3.53621 -2.25548
71 H -3.03837 3.86493 -0.45948
72 H -3.52910 0.91682 -1.43976
73 H -4.08268 1.75690 0.15431
74 H -5.44857 3.35813 -1.38986
75 H -5.33575 2.16199 -2.73027
76 H -6.39774 1.38384 0.14637
77 H -7.44441 2.38401 -0.92053
78 H -8.01485 0.78967 -2.44749
79 H -7.88902 -0.31700 -1.03779
80 H -5.49419 -4.53391 -1.41446
81 H -5.96423 -5.78516 0.76038
82 H -6.73142 -4.56001 2.90050
83 H -7.12997 -1.96952 2.76642
84 H -6.70674 -0.65804 0.59848
85 H -4.28020 -3.52037 -2.56990
86 H -2.35993 -3.74411 -3.37373
87 H -1.39564 -1.79907 -5.65502
88 C 0.20789 -1.62924 6.42221
89 C 0.27656 -0.27194 5.73345
90 C -1.01769 0.54030 5.78750
91 C -2.26999 -0.06255 5.15853
92 N -2.26909 -0.33042 3.65063
93 C -3.58636 0.14066 3.02623
94 C -3.42078 1.62467 2.84858
95 C -1.97713 1.77714 2.41853
96 C -1.25515 0.50959 2.85285
97 C -2.06378 -1.80376 3.33926
98 C -3.26262 -2.70150 3.59925
99 C -3.71195 -2.93672 5.03893
100 H -0.54545 -2.28363 5.97984
101 H 1.17076 -2.13640 6.33649
102 H -0.02488 -1.51490 7.48409
103 H 0.61255 -0.43144 4.70528
104 H 1.06093 0.31730 6.21611
105 H -0.84799 1.54374 5.38065
106 H -1.25288 0.70785 6.84475
107 H -3.11726 0.59309 5.36836
108 H -2.47364 -0.99854 5.66640
109 H -3.68600 -0.35998 2.05993
110 H -4.41370 -0.13546 3.67922
111 H -3.59374 2.15765 3.78661
112 H -4.11451 2.02971 2.11333
113 H -1.53147 2.66785 2.86438
114 H -1.90305 1.89163 1.33528
115 H -0.36135 0.72072 3.42661
116 H -0.95960 -0.06997 1.97927
117 H -1.16577 -2.13129 3.86662
118 H -1.85493 -1.87066 2.27018
119 H -2.99884 -3.68190 3.18900
120 H -4.12064 -2.36978 3.00872
121 H -2.86924 -3.19370 5.68528
122 H -4.41807 -3.76733 5.07597
123 H -4.23310 -2.06871 5.44761

Atomic forces in eV per Å
-0.37 0.07 -0.22
-0.46 -1.54 -0.18
0.46 1.79 0.04
0.45 -0.83 -0.36
-0.60 0.65 0.66
1.36 0.77 -0.45
-1.10 -1.50 0.20
0.47 0.74 -0.93
-1.07 -1.20 0.63
-0.18 0.47 -0.15
0.24 -0.41 -0.62
0.80 -0.01 0.40
-0.64 -0.49 -0.86
0.89 -0.45 0.51
0.88 0.92 -0.09
0.77 -0.82 -0.07
0.03 1.87 -1.17
0.14 0.34 1.32
-0.03 0.75 -0.71
-0.21 0.26 -0.83
1.49 -2.42 0.36
0.24 0.88 -1.54
-0.28 -1.97 1.02
-0.89 0.82 2.50
-0.32 1.99 0.47
0.26 2.96 -2.68
1.10 -2.18 -2.03
0.21 -2.13 0.81
-0.25 1.95 -2.33
0.01 0.49 2.09
0.13 0.20 -1.29
-1.50 1.21 0.36
-0.01 -1.30 1.78
-0.92 0.05 1.83
-1.43 0.04 2.34
0.46 -1.45 1.67
1.26 -1.96 -0.14
-0.17 0.72 -0.94
0.86 0.88 0.32
-0.70 0.25 0.80
-0.64 -0.15 -0.79
0.63 0.24 -0.93
-0.49 -1.02 0.59
-0.52 0.24 0.92
0.84 0.59 -0.54
0.55 -0.01 -0.83
-0.75 -0.78 -0.13
-0.35 0.58 0.82
-0.05 -1.09 0.52
-0.05 0.58 -1.06
0.21 0.22 1.14
-0.61 -0.72 0.76
0.06 0.34 -1.13
0.64 0.39 -0.75
0.27 0.55 1.02
0.79 0.38 0.90
-0.70 -0.68 0.29
-0.61 -0.12 -0.84
0.68 0.87 -0.21
-0.41 -0.39 0.96
-0.19 -0.77 -0.79
-0.36 1.06 0.56
0.39 -0.79 0.53
0.15 1.07 0.35
-0.46 0.00 -0.92
-0.14 -0.03 -1.20
-0.43 -0.96 0.37
-0.50 -0.16 1.14
-0.46 0.80 -0.28
0.05 -0.41 1.17
-0.28 -0.82 -0.83
-0.54 0.58 0.69
0.10 -0.37 -1.09
-0.01 -1.19 -0.33
-0.12 -0.10 1.08
-0.22 -0.12 -0.99
0.78 -1.02 0.10
0.88 -0.53 0.72
0.73 0.64 -0.67
-0.46 0.86 0.80
-0.04 1.36 -0.44
0.19 0.58 -1.23
0.32 -0.41 -1.03
0.32 -1.10 -0.03
-0.62 1.27 -0.10
0.62 -0.02 -0.42
-0.52 0.16 -0.30
0.01 0.05 0.13
0.10 -0.21 -0.05
0.23 0.36 -0.27
0.08 0.10 0.37
0.05 0.12 -0.70
-0.07 -0.21 0.32
-0.20 0.28 0.32
0.38 0.61 -0.26
0.02 -0.01 0.03
-0.04 -0.10 -0.03
-0.26 -0.37 0.18
-0.08 0.10 0.01
-0.01 -0.03 0.04
-0.10 0.00 0.07
0.00 -0.07 -0.06
0.00 0.08 -0.01
-0.07 0.02 -0.09
0.02 -0.06 0.01
-0.19 -0.07 -0.12
0.09 -0.01 -0.14
-0.06 -0.12 -0.29
0.03 -0.05 0.10
0.07 -0.16 -0.09
-0.08 -0.07 -0.02
-0.06 -0.09 0.12
0.03 -0.07 -0.06
0.02 -0.03 0.07
-0.13 -0.21 0.15
-0.10 -0.15 0.17
-0.09 0.09 0.09
0.04 0.19 0.06
0.13 0.17 -0.13
0.11 -0.06 -0.07
-0.07 0.03 0.05
0.06 0.03 -0.05
0.04 -0.07 0.11

Total charge ... +1
E_tot ... -2736.1474 Eh
Frontier orbital gap ... 7.2 eV